Molecular formula: H18HeO9
Method: DFT, the ωB97M-V functional and the def2-TZVPD basis

Computed properties:
- relative energy (zero: lowest compared OMol25 entry of this formula, charge and spin) (kJ/mol) = 47.9
- HOMO-LUMO gap (Eh) = 0.3899
- highest occupied orbital energy (eV) = -10.8
- E_tot (hartree) = -690.84672
- max |F| (eV Å⁻¹) = 0.86

Geometry (Å):
O (1.562, -3.940, -0.536)
O (2.558, 0.218, -1.717)
O (-0.185, 3.277, 2.679)
O (-2.682, -0.510, 1.766)
O (-1.496, 2.028, -1.436)
O (-0.677, -2.070, 0.701)
O (0.910, 2.587, 0.101)
O (2.011, -0.487, 1.093)
O (-1.730, -0.801, -1.869)
He (-0.521, 0.363, 0.233)
H (-1.476, 1.093, -1.231)
H (-1.426, -1.600, 1.067)
H (-1.133, 3.149, 2.716)
H (2.486, -3.696, -0.583)
H (-2.048, -0.210, 2.417)
H (1.109, -3.124, -0.322)
H (-1.358, -1.345, -1.174)
H (2.261, -0.112, 0.248)
H (3.318, -0.218, -2.102)
H (1.123, -0.817, 0.955)
H (0.110, 2.696, -0.413)
H (0.098, 2.757, 1.927)
H (-3.235, 0.254, 1.599)
H (-1.297, 2.073, -2.371)
H (1.615, 2.603, -0.546)
H (-0.647, -2.892, 1.190)
H (1.847, -0.416, -1.807)
H (-1.097, -0.860, -2.584)

Atom charges from the Mulliken analysis, given in e for atoms 1 to 8: O -0.629; O -0.624; O -0.610; O -0.687; O -0.634; O -0.569; O -0.595; O -0.630

---

Molecular formula: C21H58AlF4O9S8
Method: DFT, the ωB97M-V functional and the def2-TZVPD basis

Computed properties:
- charge = -1
- HOMO-LUMO gap (Eh) = 0.2179
- highest occupied orbital energy (eV) = -4.2
- E_tot (hartree) = -5339.21366
- max |F| (eV Å⁻¹) = 2.89

Geometry (Å):
S (1.381, 1.241, -2.933)
S (-1.041, -8.766, -4.264)
S (6.668, 5.739, -1.469)
S (-6.315, -2.817, -3.688)
S (3.485, -0.383, 5.478)
S (2.135, 6.283, 1.627)
S (-1.491, 3.692, 3.405)
S (-3.851, -4.915, -1.213)
Al (-0.351, -2.122, 2.567)
F (-2.545, -0.055, 1.156)
F (0.775, -2.077, -0.170)
F (-4.373, -0.966, 0.262)
F (-3.863, -1.360, 2.392)
O (3.931, -0.592, 4.071)
O (-6.211, -4.150, -4.356)
O (-2.652, -2.323, 0.654)
O (1.350, 2.247, -1.832)
O (6.182, 5.665, -0.059)
O (-0.348, 2.933, 3.992)
O (1.473, 6.697, 2.903)
O (-1.739, -7.448, -4.303)
O (-3.060, -5.814, -0.319)
C (7.541, 7.307, -1.657)
C (-8.019, -2.255, -3.872)
C (2.772, 7.777, 0.840)
C (0.957, 0.181, 1.002)
C (-3.040, -4.907, -2.824)
C (0.069, 0.045, -2.613)
C (4.269, 1.129, 6.076)
C (-1.346, 5.404, 3.960)
C (0.599, 2.000, -4.374)
C (-3.297, -1.215, 1.141)
C (-1.964, -3.086, 1.713)
C (0.972, -1.412, 1.130)
C (4.438, -1.508, 6.520)
C (0.665, -8.489, -4.784)
C (5.258, 6.185, -2.503)
C (-2.958, 3.301, 4.380)
C (-0.655, -9.118, -2.537)
C (1.039, 0.954, 2.427)
C (3.745, 5.598, 2.051)
C (-5.595, -1.598, -4.806)
C (-5.311, -5.834, -1.743)
H (-2.684, -3.519, 2.490)
H (-3.789, 3.930, 4.055)
H (-5.013, -6.800, -2.155)
H (4.552, 5.354, -2.500)
H (-4.523, -1.786, -4.876)
H (-0.131, -8.270, -2.093)
H (-2.074, -4.411, -2.722)
H (1.925, 0.463, 0.462)
H (4.138, -2.530, 6.287)
H (3.851, 1.973, 5.528)
H (1.106, -7.681, -4.198)
H (5.504, -1.388, 6.321)
H (1.239, -9.407, -4.652)
H (4.294, 6.299, 2.683)
H (0.029, 1.330, 2.757)
H (-0.740, -1.001, 3.624)
H (6.911, 8.128, -1.312)
H (-5.852, -5.258, -2.492)
H (4.772, 7.077, -2.104)
H (-3.212, 2.254, 4.215)
H (4.063, 1.250, 7.141)
H (8.449, 7.270, -1.056)
H (5.599, 6.367, -3.523)
H (1.927, 8.388, 0.523)
H (5.347, 1.082, 5.905)
H (0.494, 1.256, -5.165)
H (1.236, 2.813, -4.724)
H (0.329, -0.523, -1.719)
H (-1.589, -9.286, -2.002)
H (0.477, -3.280, 3.340)
H (-6.045, -1.690, -5.796)
H (-2.754, 3.464, 5.440)
H (1.729, 1.858, 2.342)
H (-0.037, -10.015, -2.478)
H (7.807, 7.452, -2.705)
H (-5.762, -0.596, -4.407)
H (-1.525, -4.002, 1.193)
H (-8.662, -2.908, -3.282)
H (-8.316, -2.305, -4.921)
H (-0.877, 0.567, -2.451)
H (-3.655, -4.358, -3.539)
H (-0.459, 5.844, 3.500)
H (-2.231, 5.964, 3.649)
H (0.049, 0.493, 0.410)
H (3.592, 4.665, 2.594)
H (-2.887, -5.931, -3.168)
H (2.031, -1.696, 1.451)
H (3.383, 8.340, 1.548)
H (4.225, -1.300, 7.570)
H (-0.017, -0.635, -3.463)
H (1.440, 0.234, 3.211)
H (3.367, 7.502, -0.033)
H (0.663, -8.213, -5.839)
H (-0.379, 2.398, -4.100)
H (-8.107, -1.232, -3.505)
H (-5.951, -5.991, -0.874)
H (4.307, 5.396, 1.138)
H (-1.244, 5.436, 5.047)

Atom charges from the Mulliken analysis, given in e for atoms 1 to 8: S 0.435; S 0.417; S 0.443; S 0.703; S 0.647; S 0.594; S 0.566; S 0.755

---

Molecular formula: C19H57BN5O5Si4
Method: DFT, the ωB97M-V functional and the def2-TZVPD basis

Computed properties:
- charge = +1
- HOMO-LUMO gap (Eh) = 0.3067
- highest occupied orbital energy (eV) = -11.3
- E_tot (hartree) = -2591.07331
- max |F| (eV Å⁻¹) = 1.02

Geometry (Å):
Si (-8.695, 1.223, 2.608)
Si (4.332, -3.249, -0.978)
Si (5.060, -6.214, -1.566)
Si (-5.904, 2.549, 2.956)
O (5.163, -4.656, -1.013)
O (-7.181, 1.556, 3.192)
O (-3.132, 2.964, -1.286)
O (0.160, 1.132, -3.578)
O (0.994, 2.270, -3.257)
N (7.258, 0.822, -1.668)
N (-2.244, 0.669, -1.349)
N (-1.330, 2.525, 0.208)
N (0.723, 2.982, 1.215)
N (0.603, 2.014, -0.946)
C (4.010, -2.627, -2.714)
C (1.997, 1.547, -0.802)
C (0.395, 2.856, -2.160)
C (-8.573, 0.743, 0.806)
C (4.883, -6.208, -3.424)
C (6.611, -7.111, -1.077)
C (-9.403, -0.185, 3.591)
C (2.693, -3.470, -0.103)
C (4.357, 2.173, -0.147)
C (-4.572, 2.118, 4.188)
C (3.096, 2.607, -0.914)
C (3.573, -7.050, -0.806)
C (-5.211, 2.298, 1.228)
C (-6.397, 4.335, 3.158)
C (5.347, -1.980, -0.064)
C (5.675, 2.506, -0.857)
C (-9.781, 2.731, 2.773)
C (6.834, 1.564, -0.480)
C (-0.009, 2.490, 0.176)
B (-2.267, 2.011, -0.877)
H (-8.788, -1.084, 3.510)
H (2.732, 3.561, -0.523)
H (3.334, -3.287, -3.259)
H (2.832, -3.909, 0.887)
H (8.016, 0.187, -1.448)
H (4.319, 1.098, 0.058)
H (7.498, -6.646, -1.511)
H (-4.287, 2.870, 1.108)
H (3.592, -6.981, 0.283)
H (2.066, 1.011, 0.148)
H (3.559, -8.108, -1.075)
H (6.492, 0.902, 0.329)
H (-5.001, 1.241, 1.043)
H (2.636, -6.609, -1.154)
H (-3.885, 2.581, -1.753)
H (4.354, 2.676, 0.825)
H (-9.490, 0.068, 4.649)
H (2.192, -2.506, 0.023)
H (-4.919, 2.256, 5.213)
H (-1.803, 0.537, -2.254)
H (5.686, -5.639, -3.898)
H (-1.814, 0.005, -0.715)
H (2.124, 0.787, -1.573)
H (-1.759, 2.960, 1.015)
H (6.564, -8.143, -1.431)
H (4.803, -1.031, -0.035)
H (6.739, -7.133, 0.007)
H (6.482, 0.245, -1.979)
H (-0.673, 2.990, -2.334)
H (-3.704, 2.769, 4.044)
H (-9.444, 3.549, 2.133)
H (-7.092, 4.652, 2.379)
H (6.305, -1.805, -0.557)
H (-10.806, 2.488, 2.486)
H (-10.401, -0.425, 3.219)
H (1.496, 2.419, 1.544)
H (-9.799, 3.096, 3.802)
H (0.876, 3.830, -2.045)
H (5.547, -2.285, 0.965)
H (2.023, -4.123, -0.666)
H (0.553, 0.876, -4.425)
H (-5.912, 2.641, 0.463)
H (-6.882, 4.497, 4.123)
H (3.932, -5.775, -3.741)
H (5.949, 3.536, -0.622)
H (-8.253, 1.581, 0.183)
H (0.162, 3.284, 2.002)
H (5.536, 2.447, -1.939)
H (4.938, -2.556, -3.287)
H (3.555, -1.632, -2.687)
H (3.336, 2.784, -1.964)
H (-7.865, -0.076, 0.660)
H (-9.547, 0.412, 0.439)
H (7.671, 2.139, -0.087)
H (4.926, -7.230, -3.808)
H (-5.523, 4.989, 3.109)
H (-4.246, 1.081, 4.085)

Atom charges from the Mulliken analysis, given in e for atoms 1 to 8: Si 0.390; Si 0.309; Si 0.382; Si 0.344; O -0.520; O -0.320; O -0.503; O -0.306

---

Molecular formula: C2H3N3O3
Method: DFT, the ωB97M-V functional and the def2-TZVPD basis

Computed properties:
- relative energy (zero: lowest compared OMol25 entry of this formula, charge and spin) (kJ/mol) = 440.9
- HOMO-LUMO gap (Eh) = 0.3314
- highest occupied orbital energy (eV) = -9.8
- E_tot (hartree) = -467.79641
- max |F| (eV Å⁻¹) = 8.77

Geometry (Å):
O (-2.173, 0.444, 0.188)
O (2.301, 0.216, 0.129)
O (0.097, 1.950, -0.076)
N (-1.086, -0.158, -0.419)
N (-0.699, -1.487, 0.173)
N (0.747, -1.521, -0.053)
C (1.180, -0.276, 0.191)
C (0.172, 0.744, -0.094)
H (2.202, 1.190, -0.459)
H (-0.953, -1.965, -0.704)
H (-1.788, 0.862, 1.125)

Atom charges from the Mulliken analysis, given in e for atoms 1 to 8: O -0.372; O -0.482; O -0.520; N 0.054; N -0.149; N -0.458; C 0.381; C 0.448

---

Molecular formula: C5H9NO
Method: DFT, the ωB97M-V functional and the def2-TZVPD basis

Computed properties:
- relative energy (zero: lowest compared OMol25 entry of this formula, charge and spin) (kJ/mol) = 243.9
- HOMO-LUMO gap (Eh) = 0.3980
- highest occupied orbital energy (eV) = -9.9
- E_tot (hartree) = -325.84466
- max |F| (eV Å⁻¹) = 3.26

Geometry (Å):
O (1.620, -1.150, -0.356)
N (-0.257, -2.363, 0.485)
C (0.025, 0.173, 0.098)
C (0.362, -1.317, 0.170)
C (-0.948, 0.205, -1.062)
C (1.519, 0.294, -0.240)
C (-0.592, 1.141, 1.091)
H (-1.510, 0.754, 1.540)
H (2.146, 0.636, 0.594)
H (0.101, 1.431, 1.912)
H (-1.366, 1.295, -1.049)
H (-0.465, -0.164, -1.981)
H (-1.771, -0.478, -0.793)
H (0.360, -3.175, 0.456)
H (-1.027, 1.918, 0.301)
H (1.803, 0.800, -1.165)

Atom charges from the Mulliken analysis, given in e for atoms 1 to 8: O -0.412; N -0.661; C 1.203; C 0.090; C -1.337; C -0.553; C -1.085; H 0.344

---

Molecular formula: C36H40IrN5
Method: DFT, the ωB97M-V functional and the def2-TZVPD basis

Computed properties:
- charge = +3
- multiplicity = 2
- HOMO-LUMO gap (alpha / beta) (Eh) = 0.1969 / 0.2025
- <S²> = 0.8029
- highest occupied orbital energy (alpha / beta) (eV) = -15.9 / -16.0
- E_tot (hartree) = -1772.87282
- max |F| (eV Å⁻¹) = 2.81

Geometry (Å):
Ir (1.015, -0.088, -0.080)
N (0.671, -0.802, 1.982)
N (-2.337, -0.180, -0.585)
N (-0.581, 1.438, -0.759)
N (2.947, -0.786, 0.678)
N (-0.441, -1.591, -0.316)
C (-1.746, 0.936, -1.026)
C (-2.500, -2.508, 0.264)
C (-0.555, -0.848, 2.537)
C (-4.576, -0.321, 0.281)
C (2.842, 2.162, -0.161)
C (0.936, 3.359, -1.123)
C (-4.187, -0.151, 1.637)
C (-3.781, 3.239, 0.000)
C (-2.921, -0.231, 2.227)
C (1.912, -2.895, -1.551)
C (-1.081, 5.122, -0.524)
C (-3.297, 3.052, -2.546)
C (-0.685, -1.128, 3.903)
C (-0.430, -2.868, -0.585)
C (4.202, -1.689, 2.469)
C (3.020, -1.182, 1.952)
C (1.053, -4.705, -0.039)
C (5.327, -1.750, 1.660)
C (-1.708, -3.466, -0.206)
C (-1.732, -1.196, 0.269)
C (0.442, -1.337, 4.669)
C (1.210, 4.700, -0.885)
C (1.691, -1.325, 4.066)
C (0.678, -3.698, -1.152)
C (-1.726, -0.695, 1.699)
C (-0.373, 2.851, -0.977)
C (1.770, -1.085, 2.706)
C (0.225, 5.569, -0.479)
C (1.952, 1.376, -2.403)
C (5.241, -1.323, 0.343)
C (-2.931, 3.709, -1.194)
C (0.144, -4.458, -2.380)
C (2.164, 2.548, -1.464)
C (4.022, -0.863, -0.115)
C (-1.436, 3.823, -0.877)
C (-3.746, -0.272, -0.782)
H (3.013, 3.035, 0.466)
H (1.269, 1.627, -3.212)
H (3.892, -0.560, -1.146)
H (6.261, -2.132, 2.050)
H (0.353, -1.549, 5.726)
H (1.516, 0.482, -1.892)
H (-5.638, -0.386, 0.076)
H (-4.110, -0.229, -1.801)
H (2.157, 1.511, 0.442)
H (6.089, -1.356, -0.327)
H (-4.838, 3.282, -0.266)
H (1.657, -2.066, -2.217)
H (2.578, -1.510, 4.652)
H (-3.924, 3.733, -3.120)
H (-2.420, 2.851, -3.163)
H (-3.544, 2.226, 0.319)
H (-0.079, -3.776, -3.201)
H (1.965, -5.229, -0.325)
H (-0.755, -5.029, -2.151)
H (2.430, -2.534, -0.666)
H (-1.873, 5.840, -0.352)
H (-4.995, 0.111, 2.308)
H (0.905, -5.161, -2.716)
H (-3.897, 2.143, -2.443)
H (-3.625, 3.902, 0.851)
H (2.835, 3.230, -1.992)
H (-1.959, -4.509, -0.320)
H (-1.664, -1.217, 4.348)
H (2.602, -3.544, -2.089)
H (-2.389, 1.489, -1.692)
H (-3.231, 4.748, -1.311)
H (3.790, 1.648, -0.314)
H (-2.884, 0.103, 3.256)
H (0.452, 6.593, -0.217)
H (0.273, -5.451, 0.107)
H (2.894, 1.043, -2.840)
H (1.235, -4.198, 0.913)
H (2.223, 5.066, -1.001)
H (-3.502, -2.617, 0.641)
H (4.245, -2.052, 3.485)

Atom charges from the Mulliken analysis, given in e for atoms 1 to 8: Ir 1.065; N 0.302; N 0.711; N 0.138; N 0.294; N 0.203; C -1.033; C -1.379